No. 1
Density functional theory data (ωB97M-V with the def2-TZVPD basis set) for a molecular structure, C2H3LaO2.

Summary:
ΔE to the lowest compared entry with this formula, charge and spin = 0.0000 eV

```
! RIJCOSX wB97M-V def2-TZVPD def2/J DEFGRID3
* xyz 2 1
La 2.705 0.254 -0.093
O 0.187 1.306 0.073
O 0.828 -1.163 -0.024
C -0.906 0.535 0.017
C -0.505 -0.865 -0.070
H -1.087 -1.304 -0.910
H -1.169 -1.003 0.909
H -0.054 2.242 0.097
*
```

---

No. 2
Density functional theory data (ωB97M-V with the def2-TZVPD basis set) for 3 unconnected molecules or ions with the total composition C15H30BF3N2O8S.

Summary:
Structure (SMILES) = CCCC[C@@]1(B(O)OCC)OS(=O)(=O)O[C@@H]1C(F)(F)F.CN(C)C=O.CN(C)C=O

```
! RIJCOSX wB97M-V def2-TZVPD def2/J DEFGRID3
* xyz 0 1
S 1.413 -0.855 3.422
F 0.492 0.231 -1.005
F -0.282 1.578 0.505
F 1.677 1.903 -0.366
O -0.639 -1.792 0.201
O -4.505 5.474 3.354
O -3.078 1.170 -6.003
O 2.326 -0.174 4.259
O 0.497 -3.558 1.252
O 0.728 0.173 2.395
O 2.258 -1.649 2.339
O 0.373 -1.655 3.948
N -1.174 1.827 -4.962
N -3.295 3.587 3.007
C -3.439 4.914 3.196
C 2.969 -1.494 0.015
C 4.669 -3.233 -0.709
C 5.180 -3.768 0.640
C -4.490 2.762 2.990
C 0.032 2.625 -4.984
C -2.056 1.826 -5.984
C -1.933 -2.124 0.729
C 3.182 -2.861 -0.657
C -2.993 -1.729 -0.273
C -2.000 2.965 2.821
C 0.818 0.961 0.065
C 1.787 -1.338 0.965
C -1.459 0.995 -3.806
C 1.482 0.147 1.187
B 0.481 -2.289 0.770
H -1.955 2.460 1.858
H -4.199 1.726 2.828
H 4.787 -4.009 -1.466
H -3.086 -0.646 -0.352
H -5.028 2.843 3.935
H -3.953 -2.161 0.008
H 5.252 -2.359 -1.008
H 6.147 -3.350 0.917
H -2.477 5.457 3.195
H 2.795 -2.826 -1.676
H -1.539 -0.052 -4.098
H -0.657 1.108 -3.082
H 2.662 -3.654 -0.118
H 1.347 -3.849 1.597
H 2.438 0.651 1.374
H 0.045 3.338 -4.156
H -5.165 3.077 2.194
H 4.477 -3.552 1.449
H -1.990 -3.192 0.947
H 2.901 -0.726 -0.759
H -2.064 -1.592 1.674
H 3.859 -1.246 0.603
H -2.405 1.287 -3.350
H 5.299 -4.851 0.606
H -2.726 -2.121 -1.256
H 0.920 1.993 -4.910
H 0.080 3.180 -5.919
H -1.757 2.487 -6.815
H -1.807 2.235 3.610
H -1.224 3.727 2.857
*
```

---

Computed HOMO (eV) in order:
-16.78 -9.25